Molecular formula: C24H48O9S5
Method: DFT, ωB97M-V/def2-TZVPD

Each line ends with the Löwdin charge.
Atoms and positions in Å:
C1 2.46882 3.10338 4.52874  -0.255
S1 0.78947 2.74968 5.22650  0.819
O1 0.56253 3.70458 6.40147  -0.588
C2 -0.25119 3.48519 3.88976  -0.255
H1 2.68038 4.17212 4.49508  0.055
H2 2.44371 2.69470 3.51857  0.036
H3 3.27323 2.59991 5.06500  0.045
H4 0.08385 4.51885 3.80377  0.050
H5 -1.28767 3.55029 4.22078  0.045
H6 -0.14621 2.93689 2.95358  0.045
C3 -4.44473 1.11018 6.73234  -0.251
S2 -4.24660 -0.69958 7.12981  0.825
O2 -5.31986 -1.40281 6.30675  -0.583
C4 -2.54631 -0.93477 6.43067  -0.255
H7 -3.78049 1.80007 7.25286  0.050
H8 -5.43964 1.44106 7.03028  0.044
H9 -4.32251 1.19344 5.65242  0.039
H10 -2.20571 -1.96714 6.35114  0.051
H11 -1.80650 -0.60746 7.16118  0.048
H12 -2.45529 -0.31584 5.53807  0.036
C5 1.68036 -3.78666 3.71988  -0.287
S3 2.16613 -2.15324 4.31525  0.808
O3 2.25495 -2.14396 5.82855  -0.561
C6 3.88738 -2.33681 3.69480  -0.250
H13 0.77816 -4.01658 4.28672  0.043
H14 2.30895 -4.62193 4.02860  0.059
H15 1.48623 -3.84592 2.64895  0.055
H16 4.22698 -3.37233 3.67330  0.053
H17 4.35917 -1.72074 4.46028  0.039
H18 4.00866 -1.77800 2.76683  0.037
C7 -5.02151 5.82437 0.76651  -0.259
S4 -4.92758 7.65101 0.97729  0.813
O4 -3.62099 8.20664 0.37891  -0.581
C8 -6.19123 8.25201 -0.17067  -0.271
H19 -5.91796 5.36860 1.18694  0.049
H20 -4.23282 5.31446 1.31973  0.046
H21 -4.93949 5.70041 -0.31331  0.048
H22 -5.79299 8.07966 -1.17056  0.052
H23 -6.36722 9.32334 -0.07378  0.053
H24 -7.10952 7.68248 -0.02761  0.049
C9 2.13615 -6.20236 -1.37834  -0.263
S5 3.43372 -7.02001 -0.35951  0.816
O5 2.76802 -7.40123 0.95850  -0.585
C10 3.52323 -8.59415 -1.31612  -0.260
H25 2.50820 -6.00572 -2.38382  0.051
H26 1.65261 -5.33561 -0.92774  0.046
H27 1.29049 -6.88835 -1.42712  0.047
H28 2.56825 -9.07751 -1.11001  0.052
H29 4.31436 -9.21424 -0.89457  0.042
H30 3.85763 -8.56021 -2.35300  0.053
C11 -1.58837 -0.69501 -0.50169  -0.102
C12 -1.89628 -0.68411 0.85979  -0.086
C13 -3.07280 -0.02492 1.13878  -0.094
C14 -3.71922 0.78392 0.17788  -0.095
C15 -3.24074 0.89398 -1.09806  -0.116
C16 -2.22352 0.08055 -1.46640  -0.098
H31 -0.82722 -1.40633 -0.78642  0.094
H32 -1.23084 -1.30357 1.44276  0.097
H33 -3.56094 -0.06070 2.10151  0.093
H34 -4.65361 1.20674 0.51630  0.098
H35 -3.75295 1.52523 -1.80909  0.107
H36 -1.88426 0.10936 -2.49132  0.107
O6 -0.65420 -0.81819 -7.33084  0.094
C17 -0.12575 -0.47038 -8.37967  -0.458
O7 -0.75279 0.49687 -9.12638  0.008
C18 0.05143 0.91178 -10.20631  -0.158
C19 0.99932 -0.27719 -10.38617  -0.153
C20 1.06493 -1.02163 -9.05684  -0.080
H37 0.60031 1.74923 -9.77560  0.124
H38 -0.52827 1.24669 -11.06648  0.129
H39 1.99395 0.01934 -10.71915  0.112
H40 0.63331 -1.00613 -11.10921  0.114
H41 1.96741 -0.70728 -8.53261  0.132
H42 1.05459 -2.10936 -8.98726  0.136
O8 4.06416 -1.79484 -3.91445  0.083
C21 4.11951 -0.88855 -3.08056  -0.484
O9 3.13429 -0.01685 -3.05495  0.058
C22 3.28076 0.92984 -2.03689  -0.198
C23 4.42458 0.52020 -1.20637  -0.165
C24 5.08762 -0.65170 -1.96731  -0.037
H43 2.30792 1.13315 -1.58931  0.132
H44 3.53761 1.89010 -2.48412  0.125
H45 4.01310 0.44152 -0.20010  0.112
H46 5.13014 1.34161 -1.08153  0.112
H47 5.04260 -1.54560 -1.34519  0.130
H48 6.06663 -0.25793 -2.24037  0.132

Atomic forces in eV per Å
-0.625 -0.055 -0.378
-0.241 1.533 1.213
0.424 -1.282 -1.436
0.811 0.282 0.310
-0.288 0.021 0.070
0.066 0.043 -0.127
-0.422 -0.096 0.329
0.145 -0.014 -0.226
0.140 -0.491 0.182
-0.055 0.020 0.056
0.174 -0.414 -0.131
-0.892 -0.208 -0.154
1.691 0.920 0.554
-0.082 0.549 0.323
0.491 -0.460 0.030
-0.161 -0.557 -0.133
-0.081 0.113 0.003
-0.909 -0.200 -0.596
-0.329 0.736 0.295
0.157 -0.457 -0.205
-0.968 -0.791 1.036
0.761 -0.509 0.457
-0.140 -0.354 -1.650
-0.461 1.163 0.696
-0.473 0.207 -0.345
0.677 0.385 -0.100
0.071 0.348 0.061
0.003 0.273 0.018
0.606 -0.346 0.015
-0.102 -0.394 -0.220
-0.019 0.481 -0.666
1.582 1.483 0.434
-1.791 -1.407 0.692
0.064 -0.919 -0.411
-0.425 0.545 -0.273
0.452 0.568 -0.259
0.049 -0.604 0.078
-0.042 -0.108 -0.071
0.221 -0.173 0.468
-0.085 0.117 0.007
-0.487 -0.867 0.062
-0.849 -0.183 0.756
0.712 0.386 -1.592
0.303 -0.044 0.557
0.070 0.126 0.123
0.884 0.279 0.265
0.148 -0.429 -0.210
-0.009 -0.052 -0.445
-0.079 0.200 0.677
-0.697 0.641 -0.192
0.773 -0.358 -0.241
-0.323 -0.163 -2.034
-0.634 1.002 0.560
-0.031 -0.947 1.731
-1.370 0.677 -0.058
1.479 -0.564 -0.188
0.345 0.204 -0.362
-0.572 0.109 0.785
0.199 -0.107 0.284
-0.012 0.420 -0.254
0.048 0.068 -0.132
0.127 -0.329 -0.064
1.323 0.487 -1.769
-2.992 -0.244 2.542
-0.639 -0.657 0.671
1.289 -0.224 0.968
0.701 -1.110 -1.496
0.629 1.167 0.223
0.269 0.389 -0.607
-0.052 -0.365 0.139
-0.098 0.094 -0.089
-0.220 0.331 -0.378
-0.072 0.017 0.379
-0.147 0.116 -0.562
0.905 1.534 1.787
-0.332 -2.736 -2.714
-1.048 0.289 -0.457
-0.727 2.373 -1.243
0.602 0.479 1.713
-0.766 0.804 1.558
0.088 -0.599 0.411
-0.154 0.131 -0.487
0.509 -1.196 0.254
0.036 0.014 -0.244
0.823 -0.101 -0.236
0.050 -1.009 -0.334

Calculated values
HOMO energy, eV: -8.74
Frontier orbital gap, eV: 8.55
Energy, eV: -98262.95247
Relative energy (zero: lowest compared OMol25 entry of this formula, charge and spin), kcal per mole: 0.0